(1)
{
  "formula": "C23H24F3N4O4S3Zn",
  "method": "ωB97M-V with the def2-TZVPD basis set",
  "homo_ev": -4.637,
  "multiplicity": 1,
  "relative_energy_kj_mol": 1.02,
  "energy_ev": -127471.475,
  "charge": -1,
  "species": ["Zn", "C", "C", "N", "N", "C", "S", "S", "C", "C", "C", "C", "C", "C", "C", "C", "C", "C", "C", "C", "C", "O", "H", "H", "H", "H", "H", "H", "H", "H", "H", "H", "H", "H", "H", "H", "N", "C", "N", "C", "C", "C", "C", "C", "H", "H", "H", "H", "H", "H", "H", "H", "H", "H", "F", "C", "F", "F", "S", "O", "O", "O"],
  "coordinates": [[-0.113, -0.429, -0.472], [-3.221, 0.849, 2.369], [-2.243, 0.794, 1.221], [-1.397, -0.167, 1.130], [-1.361, -1.107, 2.145], [-0.950, -2.269, 1.760], [-0.638, -2.796, 0.141], [-0.758, -3.438, 3.105], [-2.075, -4.597, 2.579], [-3.435, -4.032, 2.868], [-4.007, -4.151, 4.133], [-5.240, -3.581, 4.411], [-5.918, -2.875, 3.423], [-5.348, -2.737, 2.166], [-4.113, -3.312, 1.890], [-2.318, 1.821, 0.166], [-2.914, 3.049, 0.492], [-3.101, 4.058, -0.427], [-2.712, 3.836, -1.751], [-2.142, 2.641, -2.115], [-1.888, 1.600, -1.185], [-1.343, 0.505, -1.624], [-3.300, -0.126, 2.837], [-4.198, 1.172, 2.013], [-2.873, 1.557, 3.127], [-1.887, -5.521, 3.125], [-1.925, -4.759, 1.513], [-3.468, -4.685, 4.909], [-5.671, -3.685, 5.400], [-6.884, -2.431, 3.637], [-5.864, -2.179, 1.393], [-3.661, -3.191, 0.911], [-3.217, 3.222, 1.519], [-3.549, 4.998, -0.129], [-2.854, 4.611, -2.496], [-1.833, 2.455, -3.137], [1.575, -1.240, -1.473], [2.608, -1.737, -1.352], [3.773, -2.339, -1.246], [4.827, -1.877, -0.337], [5.384, -3.076, 0.413], [5.866, -4.147, -0.569], [4.729, -4.563, -1.508], [4.163, -3.349, -2.231], [4.405, -1.128, 0.328], [5.617, -1.409, -0.935], [4.600, -3.493, 1.049], [6.204, -2.750, 1.058], [6.233, -5.019, -0.024], [6.703, -3.756, -1.159], [3.930, -5.025, -0.923], [5.078, -5.291, -2.243], [3.292, -3.614, -2.824], [4.921, -2.921, -2.897], [1.712, 3.002, 2.306], [2.457, 2.994, 1.196], [3.708, 3.332, 1.535], [1.984, 3.931, 0.366], [2.425, 1.347, 0.379], [3.232, 1.530, -0.799], [2.944, 0.430, 1.367], [0.975, 1.207, 0.150]]
}


(2)
{
  "formula": "C23H24IrN6OS2Si",
  "method": "ωB97M-V with the def2-TZVPD basis set",
  "homo_ev": [-13.935, -13.885],
  "s2": 0.756,
  "multiplicity": 2,
  "relative_energy_kj_mol": 43.14,
  "energy_ev": -67605.586,
  "charge": 2,
  "species": ["Ir", "N", "C", "O", "C", "C", "H", "H", "H", "H", "H", "H", "C", "Si", "C", "C", "C", "C", "C", "C", "N", "C", "S", "H", "H", "H", "H", "H", "H", "H", "H", "H", "H", "H", "H", "S", "N", "C", "C", "C", "C", "C", "N", "C", "C", "N", "C", "C", "C", "C", "C", "N", "H", "H", "H", "H", "H", "H"],
  "coordinates": [[0.883, 0.065, -0.938], [4.160, 2.565, -0.624], [3.058, 1.942, -0.980], [2.582, 1.030, -0.242], [2.328, 2.290, -2.236], [1.496, 1.088, -2.656], [4.594, 2.362, 0.265], [4.553, 3.298, -1.193], [2.994, 2.649, -3.022], [1.667, 3.119, -1.965], [2.106, 0.320, -3.150], [0.672, 1.370, -3.307], [-1.196, 4.361, 3.663], [-2.178, 3.244, 2.543], [-2.552, 4.072, 0.915], [-3.741, 2.641, 3.357], [-1.098, 1.676, 2.287], [-0.832, 0.873, 3.396], [-0.029, -0.266, 3.333], [0.503, -0.627, 2.118], [0.225, 0.105, 1.033], [-0.511, 1.235, 1.104], [-0.473, 1.952, -0.502], [-1.781, 5.247, 3.916], [-0.273, 4.698, 3.186], [-0.931, 3.867, 4.600], [-3.217, 4.917, 1.111], [-3.068, 3.412, 0.216], [-1.661, 4.471, 0.428], [-4.413, 3.483, 3.537], [-3.551, 2.169, 4.323], [-4.272, 1.923, 2.728], [-1.255, 1.147, 4.356], [0.172, -0.862, 4.211], [1.131, -1.498, 1.983], [-0.728, -7.071, -2.383], [-1.651, -5.758, -2.471], [-0.886, -4.732, -2.127], [-1.296, -3.342, -2.113], [-2.563, -2.898, -2.510], [-2.837, -1.551, -2.471], [-1.860, -0.662, -2.027], [-0.655, -1.076, -1.640], [-0.362, -2.405, -1.690], [0.981, -2.798, -1.302], [1.823, -1.803, -0.935], [3.073, -2.090, -0.581], [3.552, -3.396, -0.585], [2.710, -4.422, -0.956], [1.392, -4.127, -1.324], [0.421, -5.115, -1.742], [0.622, -6.423, -1.800], [-3.297, -3.620, -2.844], [-3.797, -1.162, -2.776], [-2.041, 0.401, -1.965], [3.689, -1.251, -0.285], [4.576, -3.586, -0.296], [3.044, -5.452, -0.971]]
}


(3)
{
  "formula": "C23H24LiN9O4STe",
  "method": "ωB97M-V with the def2-TZVPD basis set",
  "homo_ev": -7.843,
  "multiplicity": 1,
  "energy_ev": -64172.476,
  "charge": 0,
  "species": ["Li", "N", "C", "C", "C", "C", "C", "C", "S", "O", "O", "N", "C", "N", "C", "C", "C", "N", "H", "H", "H", "H", "H", "H", "H", "H", "H", "N", "N", "C", "N", "N", "N", "O", "O", "H", "H", "H", "H", "H", "Te", "C", "C", "C", "C", "C", "C", "C", "C", "C", "C", "C", "C", "H", "H", "H", "H", "H", "H", "H", "H", "H", "H"],
  "coordinates": [[0.126, -0.453, -1.022], [0.385, 1.671, -7.199], [-0.209, 1.340, -5.985], [0.419, 0.457, -5.107], [-0.196, 0.084, -3.927], [-1.445, 0.590, -3.596], [-2.085, 1.459, -4.471], [-1.473, 1.834, -5.651], [-2.300, 0.243, -2.082], [-3.685, 0.081, -2.429], [-1.967, 1.345, -1.188], [-1.534, -1.117, -1.611], [-2.022, -1.698, -0.457], [-1.397, -2.823, -0.036], [-1.915, -3.440, 1.024], [-3.019, -2.984, 1.712], [-3.552, -1.790, 1.247], [-3.080, -1.158, 0.189], [1.385, 1.574, -7.244], [0.042, 2.503, -7.647], [1.393, 0.055, -5.367], [0.292, -0.628, -3.278], [-3.065, 1.840, -4.212], [-1.977, 2.511, -6.333], [-1.410, -4.351, 1.334], [-3.418, -3.504, 2.572], [-4.386, -1.309, 1.753], [1.289, -2.388, -0.383], [2.649, -2.256, -0.630], [3.123, -1.037, -0.970], [4.439, -0.888, -1.090], [2.182, -0.113, -1.149], [2.542, 1.178, -1.454], [3.721, 1.522, -1.607], [1.622, 1.964, -1.449], [1.075, -2.490, 0.600], [0.841, -3.127, -0.907], [3.294, -2.992, -0.399], [5.069, -1.658, -0.961], [4.763, 0.027, -1.371], [-0.167, 1.210, 1.155], [1.562, 1.158, 2.412], [2.018, 0.004, 3.044], [3.161, 0.030, 3.833], [3.882, 1.209, 3.977], [3.454, 2.358, 3.326], [2.300, 2.332, 2.554], [-1.534, 0.779, 2.718], [-2.551, 1.693, 2.972], [-3.449, 1.472, 4.008], [-3.327, 0.344, 4.809], [-2.322, -0.580, 4.546], [-1.441, -0.370, 3.494], [1.484, -0.932, 2.924], [3.490, -0.873, 4.334], [4.774, 1.229, 4.591], [4.017, 3.278, 3.425], [1.964, 3.237, 2.059], [-2.649, 2.575, 2.351], [-4.242, 2.187, 4.194], [-4.013, 0.181, 5.631], [-2.231, -1.473, 5.152], [-0.696, -1.123, 3.273]]
}


(4)
{
  "formula": "C23H24MoN4O2S2",
  "method": "ωB97M-V with the def2-TZVPD basis set",
  "homo_ev": [-13.772, -14.218],
  "s2": 2.032,
  "multiplicity": 3,
  "relative_energy_kj_mol": 21.97,
  "energy_ev": -57806.394,
  "charge": 2,
  "species": ["Mo", "C", "N", "C", "C", "C", "C", "C", "C", "C", "N", "C", "C", "C", "C", "C", "C", "N", "C", "C", "H", "H", "H", "H", "H", "H", "H", "H", "H", "H", "H", "H", "H", "H", "H", "H", "H", "H", "H", "H", "O", "S", "O", "N", "C", "S", "C", "C", "C", "C", "C", "C", "H", "H", "H", "H"],
  "coordinates": [[0.885, 1.052, -0.658], [2.442, 2.293, 0.857], [1.811, 1.044, 1.285], [2.794, -0.032, 1.609], [0.793, 1.207, 2.330], [1.103, 1.043, 3.664], [0.082, 1.072, 4.604], [-1.233, 1.211, 4.187], [-1.542, 1.391, 2.850], [-0.519, 1.445, 1.898], [-0.665, 1.626, 0.518], [-1.897, 1.890, -0.098], [-2.965, 2.607, 0.447], [-4.143, 2.731, -0.270], [-4.274, 2.165, -1.530], [-3.188, 1.536, -2.125], [-2.009, 1.434, -1.414], [-0.760, 1.000, -2.044], [-0.910, -0.145, -2.984], [-0.091, 2.179, -2.631], [2.122, 3.139, 1.460], [2.155, 2.588, -0.216], [3.523, 2.197, 0.785], [3.435, 0.284, 2.429], [3.405, -0.224, 0.730], [2.236, -0.920, 1.894], [2.120, 0.871, 3.987], [0.313, 0.948, 5.652], [-2.035, 1.167, 4.911], [-2.576, 1.437, 2.556], [-2.869, 3.091, 1.405], [-4.968, 3.281, 0.161], [-5.206, 2.250, -2.071], [-3.273, 1.160, -3.134], [-1.510, 0.154, -3.842], [-1.402, -0.952, -2.446], [0.075, -0.451, -3.327], [-0.676, 3.081, -2.476], [0.194, 2.024, -3.670], [0.932, 2.405, -2.155], [-0.086, -2.034, 1.740], [-0.321, -2.146, 0.337], [-1.640, -2.021, -0.193], [0.647, -0.987, -0.435], [1.609, -1.507, -1.177], [2.585, -0.342, -1.946], [1.626, -2.966, -1.190], [2.483, -3.825, -1.859], [2.276, -5.192, -1.711], [1.243, -5.679, -0.917], [0.377, -4.820, -0.239], [0.593, -3.472, -0.395], [3.285, -3.444, -2.477], [2.928, -5.888, -2.220], [1.108, -6.748, -0.822], [-0.423, -5.207, 0.377]]
}